# 1
A 8-piece molecular cluster, C36H76NO23Si overall, computed with ωB97M-V/def2-TZVPD.

CARTESIAN COORDINATES (ANGSTROEM)
C (7.422, -5.921, 1.394)
C (7.862, -4.456, 1.193)
C (7.413, -3.835, -0.147)
C (6.541, -2.585, 0.050)
C (5.091, -2.991, 0.427)
C (4.543, -1.934, 1.361)
N (3.161, -2.210, 1.963)
C (2.611, -3.571, 1.737)
C (1.361, -3.739, 2.631)
O (0.889, -2.506, 3.140)
C (0.797, -1.447, 2.207)
C (-0.398, -1.524, 1.235)
C (-1.487, -2.527, 1.623)
O (-1.316, -3.701, 0.835)
Si (-2.372, -5.006, 1.031)
C (-1.363, -6.405, 1.758)
C (-2.996, -5.455, -0.676)
C (-3.800, -4.606, 2.160)
C (2.142, -1.250, 1.459)
H (8.230, -6.533, 1.790)
H (6.587, -6.008, 2.091)
H (7.113, -6.367, 0.449)
H (7.499, -3.859, 2.032)
H (8.950, -4.436, 1.219)
H (8.282, -3.550, -0.737)
H (6.828, -4.565, -0.710)
H (6.937, -2.041, 0.910)
H (6.548, -1.935, -0.821)
H (4.515, -3.054, -0.496)
H (5.155, -3.971, 0.899)
H (5.223, -1.715, 2.181)
H (4.439, -1.007, 0.799)
H (3.238, -2.075, 2.972)
H (3.328, -4.338, 2.010)
H (2.339, -3.665, 0.690)
H (1.631, -4.329, 3.506)
H (0.600, -4.297, 2.085)
H (0.663, -0.555, 2.818)
H (-0.083, -1.805, 0.230)
H (-0.859, -0.538, 1.184)
H (-1.517, -2.752, 2.691)
H (-2.451, -2.071, 1.377)
H (-0.376, -6.392, 1.287)
H (-1.215, -6.307, 2.834)
H (-1.817, -7.368, 1.532)
H (-2.275, -5.095, -1.411)
H (-3.112, -6.531, -0.774)
H (-3.931, -4.919, -0.832)
H (-3.471, -4.344, 3.167)
H (-4.412, -5.505, 2.254)
H (-4.431, -3.804, 1.773)
H (2.506, -0.230, 1.540)
H (1.999, -1.476, 0.403)
C (-2.591, 0.560, 3.214)
O (-2.086, 1.808, 2.744)
C (-3.024, 2.752, 2.570)
O (-4.198, 2.610, 2.771)
O (-2.417, 3.842, 2.114)
C (-3.302, 4.942, 1.842)
H (-1.734, -0.104, 3.291)
H (-3.054, 0.662, 4.193)
H (-3.305, 0.144, 2.503)
H (-3.816, 5.256, 2.747)
H (-4.024, 4.669, 1.075)
H (-2.674, 5.751, 1.480)
C (-2.687, -7.202, -6.974)
O (-1.363, -7.019, -6.458)
C (-1.235, -5.988, -5.632)
O (-2.107, -5.231, -5.296)
O (0.038, -5.932, -5.228)
C (0.309, -4.855, -4.334)
H (-2.635, -8.069, -7.625)
H (-3.390, -7.387, -6.165)
H (-2.998, -6.330, -7.545)
H (-0.289, -4.948, -3.429)
H (0.112, -3.897, -4.811)
H (1.364, -4.917, -4.081)
C (6.141, 3.146, 0.547)
O (7.352, 3.094, 1.303)
C (7.707, 1.885, 1.718)
O (7.099, 0.860, 1.513)
O (8.843, 1.991, 2.392)
C (9.362, 0.759, 2.902)
H (5.996, 4.189, 0.286)
H (6.228, 2.549, -0.359)
H (5.301, 2.797, 1.146)
H (9.577, 0.068, 2.089)
H (8.660, 0.308, 3.601)
H (10.281, 1.015, 3.419)
C (-1.328, 3.611, -4.910)
O (-0.594, 3.399, -3.697)
C (-1.351, 3.095, -2.647)
O (-2.548, 2.989, -2.642)
O (-0.553, 2.930, -1.589)
C (-1.254, 2.602, -0.382)
H (-0.589, 3.848, -5.669)
H (-1.872, 2.711, -5.190)
H (-2.022, 4.442, -4.797)
H (-1.785, 1.657, -0.502)
H (-1.951, 3.389, -0.127)
H (-0.505, 2.507, 0.397)
C (-1.353, 7.855, -0.917)
O (-2.164, 8.261, 0.189)
C (-2.445, 9.566, 0.218)
O (-2.077, 10.381, -0.586)
O (-3.203, 9.802, 1.283)
C (-3.589, 11.174, 1.439)
H (-1.213, 6.783, -0.810)
H (-1.853, 8.068, -1.860)
H (-0.386, 8.354, -0.886)
H (-4.173, 11.505, 0.583)
H (-2.712, 11.806, 1.558)
H (-4.196, 11.212, 2.338)
C (-10.081, -8.829, 3.134)
O (-9.926, -7.416, 3.304)
C (-8.746, -6.943, 2.922)
O (-7.836, -7.587, 2.465)
O (-8.734, -5.626, 3.131)
C (-7.511, -4.995, 2.754)
H (-11.082, -9.063, 3.485)
H (-9.984, -9.101, 2.085)
H (-9.346, -9.369, 3.726)
H (-7.323, -5.125, 1.689)
H (-6.680, -5.396, 3.332)
H (-7.630, -3.938, 2.975)
C (0.082, 12.332, -6.879)
O (0.803, 12.103, -5.664)
C (0.039, 11.726, -4.638)
O (-1.154, 11.569, -4.671)
O (0.823, 11.551, -3.578)
C (0.126, 11.152, -2.390)
H (0.824, 12.629, -7.614)
H (-0.419, 11.423, -7.205)
H (-0.647, 13.129, -6.748)
H (-0.383, 10.206, -2.543)
H (-0.595, 11.906, -2.089)
H (0.886, 11.044, -1.621)

Properties
calculated total energy: -3491.931345 Eh
gap between HOMO and LUMO: 9.19 eV
charge: +1
HOMO energy: -11.7 eV


# 2
A 2-piece molecular cluster, C4H9NO overall in a non-equilibrium geometry, computed with ωB97M-V/def2-TZVPD.

CARTESIAN COORDINATES (ANGSTROEM)
C (1.041, 1.667, 1.176)
C (-0.642, 0.325, 2.395)
N (0.575, 0.383, 1.837)
H (0.827, 2.425, 1.869)
H (2.097, 1.598, 1.206)
H (0.845, 1.774, 0.086)
H (-0.744, -0.463, 3.229)
H (-1.154, 1.331, 2.419)
C (-0.169, -1.239, -2.959)
C (-0.748, -1.657, -1.805)
O (-1.038, -0.839, -0.795)
H (0.650, -1.864, -3.424)
H (-0.492, -0.279, -3.525)
H (-0.790, -2.638, -1.400)
H (-0.257, -0.525, -0.310)

Properties
<S²>: 0.754
calculated total energy: -287.628906 Eh
gap between HOMO and LUMO (alpha / beta): 3.45 / 7.05 eV
multiplicity: 2
relative energy (zero: lowest compared OMol25 entry of this formula, charge and spin): 73.0 kcal per mole
charge: -1
HOMO energy (alpha / beta): 0.5 / -3.2 eV


# 3
C13H20N4PdS6Sb as an isolated structure, computed with ωB97M-V/def2-TZVPD.

CARTESIAN COORDINATES (ANGSTROEM)
Pd (0.705, 1.936, -0.532)
S (3.266, 4.728, 0.654)
Sb (2.816, 4.269, -1.618)
S (2.911, 1.821, -1.337)
S (0.411, 4.306, -1.229)
C (-2.248, 2.093, -2.760)
C (-2.533, 2.114, -1.297)
N (-1.612, 2.047, -0.372)
C (-2.121, 2.091, 0.908)
C (-3.477, 2.186, 0.950)
S (-4.120, 2.242, -0.632)
C (-1.159, 2.052, 2.000)
C (-1.377, 2.162, 3.337)
S (0.093, 2.052, 4.193)
C (0.961, 1.876, 2.715)
N (0.174, 1.905, 1.670)
C (2.433, 1.686, 2.663)
H (-1.175, 2.005, -2.914)
H (-2.600, 3.008, -3.236)
H (-2.749, 1.256, -3.246)
H (-4.112, 2.240, 1.820)
H (-2.320, 2.296, 3.842)
H (2.794, 1.142, 3.534)
H (2.939, 2.653, 2.652)
H (2.709, 1.157, 1.753)
C (-0.168, -3.958, 0.715)
N (-0.498, -2.721, 0.005)
C (-1.764, -2.111, 0.410)
C (0.344, -2.108, -0.810)
S (0.057, -0.441, -1.230)
N (1.400, -2.707, -1.367)
C (2.553, -1.934, -1.833)
C (1.363, -4.089, -1.854)
H (-0.485, -3.849, 1.751)
H (0.902, -4.138, 0.702)
H (-0.691, -4.814, 0.288)
H (-2.494, -2.901, 0.572)
H (-2.143, -1.443, -0.361)
H (-1.640, -1.552, 1.341)
H (2.679, -1.033, -1.236)
H (2.455, -1.657, -2.885)
H (3.441, -2.553, -1.723)
H (0.361, -4.500, -1.789)
H (2.059, -4.726, -1.307)
H (1.660, -4.087, -2.903)

Properties
<S²>: 8.785
calculated total energy: -3483.058745 Eh
gap between HOMO and LUMO (alpha / beta): 8.72 / 4.74 eV
multiplicity: 6
relative energy (zero: lowest compared OMol25 entry of this formula, charge and spin): 14.0 kcal per mole
charge: +2
HOMO energy (alpha / beta): -14.0 / -14.0 eV